# C9H16N4O5

An isolated molecule of C9H16N4O5 (ωB97M-V/def2-TZVPD, the OMol25 dataset).

- Orbital gap: 10.056 eV
- Energy above the lowest of the compared OMol25 structures with the same formula, charge and spin: 31.1 kJ/mol
- Molar mass: 260.250 Da
- E_LUMO: 0.47 eV
- Total charge: 0
- Structure (SMILES): NC(=O)CC[C@H](NC(=O)[C@@H](N)CC(N)=O)C(=O)O
- 2S+1: 1
- Calculated total energy: -25792.917 eV

Each line ends with the Mulliken charge.
Cartesian coordinates (Å):
O  -1.4846  -2.0766  -0.0463  -0.664
O  2.1446  1.7403  1.4767  -0.608
O  1.0084  -0.3997  -2.7442  -0.749
O  -0.8385  2.2676  1.9189  -0.456
O  -0.1804  1.3446  3.8500  -0.586
N  2.2504  1.2685  -0.7340  -0.351
N  -1.7819  1.0799  -1.7941  -0.690
N  -0.9678  0.0982  0.4721  -0.118
N  0.5752  -2.5808  -2.2824  -0.361
C  -0.5294  -0.1024  1.8941  0.026
C  -1.9533  -0.3411  -1.6991  0.689
C  0.2136  -1.3124  -2.6124  0.515
C  2.0608  0.9612  0.5929  0.333
C  1.8321  -0.5017  0.8035  0.203
C  -1.2857  -1.1467  -2.8134  -1.051
C  -0.4709  1.2260  2.6861  0.073
C  -1.4567  -0.9131  -0.3514  -0.094
C  0.8555  -0.7986  1.9667  -0.970
H  -2.5251  1.6005  -1.3432  0.220
H  -0.6502  3.0582  2.4563  0.369
H  2.8111  -0.9749  0.9928  0.482
H  1.4376  -1.0031  -0.0698  -0.480
H  0.6580  -1.8826  1.8865  0.420
H  1.8789  0.6716  -1.4717  0.365
H  -0.9392  1.0205  0.1416  0.406
H  2.3788  2.2767  -0.8796  0.246
H  -1.2796  -0.7707  2.3670  0.557
H  -1.3954  -0.6786  -3.8118  0.474
H  -0.0646  -3.1452  -1.7664  0.258
H  1.3728  -0.5901  2.9214  0.438
H  -1.7689  -2.1213  -2.8793  0.323
H  -3.0252  -0.6010  -1.7252  0.270
H  -1.7599  1.3529  -2.7966  0.238
H  1.5472  -2.7112  -2.0958  0.271